10 unconnected molecules or ions with the total composition C46H53F21O14 at a distorted geometry, computed with ωB97M-V/def2-TZVPD.

Values from the calculation:
**Structure (SMILES)**: CCOC(=O)C(F)(F)F.CCOC(=O)C(F)(F)F.CCOC(=O)C(F)(F)F.CCOC(=O)C(F)(F)F.CCOC(=O)C(F)(F)F.CCOC(=O)C(F)(F)F.CCOC(=O)C(F)(F)F.c1ccccc1.c1ccccc1.c1ccccc1
**Frontier orbital gap**: 9.5729 eV

```
! wB97M-V def2-TZVPD RIJCOSX def2/J DEFGRID3
* xyz 0 1
C -6.7270 -8.5397 23.9220
C -7.3005 -7.2573 23.7756
C -6.5294 -6.1999 23.3513
C -5.2047 -6.3711 23.0755
C -4.6127 -7.6469 23.1924
C -5.3683 -8.6991 23.6241
H -7.3178 -9.3892 24.2431
H -8.3548 -7.1218 24.0000
H -6.9952 -5.2095 23.2870
H -4.6100 -5.5269 22.8021
H -3.5444 -7.7823 23.0507
H -4.7787 -9.5914 23.7498
C -10.5568 -8.8053 24.1378
C -10.2650 -9.4196 25.3689
C -10.4138 -10.8077 25.5102
C -10.8092 -11.5263 24.4240
C -11.0757 -10.9224 23.1870
C -10.9660 -9.5288 23.0515
H -10.4188 -7.7537 24.0327
H -9.9942 -8.8688 26.2653
H -10.2176 -11.2224 26.4929
H -10.9206 -12.5923 24.4490
H -11.3225 -11.5644 22.3295
H -11.0631 -8.9622 22.1463
C -10.7706 -11.1059 19.6534
C -11.7491 -10.1428 19.6288
C -13.0477 -10.4583 19.2798
C -13.3810 -11.8096 18.9777
C -12.4304 -12.7926 19.0632
C -11.1012 -12.4129 19.3199
H -9.7912 -10.7884 19.9977
H -11.6095 -9.1211 20.0097
H -13.7899 -9.6841 19.3787
H -14.4327 -12.0882 18.8923
H -12.6328 -13.8683 18.9938
H -10.2989 -13.1247 19.4312
C -2.6815 -15.3898 21.3325
C -2.6292 -16.9077 21.4111
O -3.9613 -17.4025 21.4518
C -4.5528 -17.5106 22.6909
O -4.0595 -17.2585 23.7432
C -6.0082 -17.9589 22.6263
F -6.5132 -18.0796 21.3869
F -6.0408 -19.1735 23.2136
F -6.7655 -17.1479 23.3798
H -3.2854 -15.1197 20.4783
H -1.7211 -14.8831 21.2459
H -3.1903 -14.9955 22.2494
H -2.1253 -17.1781 22.3552
H -2.1534 -17.3720 20.5500
C -3.5011 -17.4157 16.6469
C -3.5878 -16.1660 17.3699
O -4.2001 -15.1246 16.5429
C -4.4388 -13.9811 17.1866
O -4.2633 -13.8159 18.3297
C -5.0014 -12.9270 16.1900
F -5.9977 -13.5078 15.5001
F -5.5044 -11.8873 16.8029
F -4.0387 -12.5489 15.3930
H -3.0760 -18.0735 17.4043
H -2.8352 -17.4256 15.7683
H -4.4454 -17.8468 16.3222
H -2.5969 -15.9236 17.7078
H -4.2426 -16.3020 18.2146
C -5.5427 -9.4896 19.8581
C -6.9463 -9.1249 20.2494
O -7.5403 -8.3181 19.1144
C -8.7816 -7.8672 19.4411
O -9.4152 -7.9481 20.4333
C -9.3030 -7.1210 18.1618
F -10.4184 -7.6704 17.8620
F -9.5796 -5.8941 18.5626
F -8.4437 -7.0844 17.0599
H -5.0287 -9.9842 20.6533
H -4.9924 -8.6026 19.5381
H -5.6128 -10.2367 19.0454
H -6.8333 -8.3978 21.0109
H -7.6111 -9.9005 20.5969
C -4.2478 -12.1529 24.3977
C -2.7795 -12.0014 24.7383
O -2.1298 -10.9531 24.1022
C -1.7331 -11.2596 22.7493
O -1.8675 -12.2769 22.1849
C -1.0285 -9.9912 22.1946
F -1.9248 -9.1577 21.6173
F -0.3358 -9.3890 23.1652
F -0.2331 -10.3741 21.2115
H -4.6600 -13.0901 24.8636
H -4.3929 -12.3369 23.3253
H -4.8685 -11.3038 24.6933
H -2.2805 -12.9438 24.5119
H -2.7055 -11.8434 25.8163
C -13.9606 -14.7246 27.3217
C -12.9787 -14.2145 26.2813
O -11.7533 -14.9411 26.2660
C -10.8854 -14.7503 27.2999
O -11.0071 -13.8541 28.0196
C -9.6350 -15.5470 27.2043
F -9.4917 -16.2872 26.0936
F -8.5164 -14.8440 27.3647
F -9.6671 -16.3729 28.2608
H -14.2999 -15.7539 27.1820
H -14.8443 -14.0795 27.3213
H -13.4944 -14.6771 28.2993
H -12.9062 -13.1750 26.5860
H -13.4271 -14.2000 25.2919
C -12.1509 -11.1943 15.0542
C -10.9508 -11.4082 15.9789
O -10.8961 -12.8650 16.1074
C -9.7017 -13.3479 16.5886
O -8.7858 -12.6883 16.9112
C -9.7577 -14.8849 16.8477
F -8.4603 -15.2881 16.9176
F -10.4019 -15.1616 17.9316
F -10.3595 -15.5322 15.8483
H -11.9264 -11.6981 14.1218
H -12.2628 -10.1583 14.8004
H -13.0462 -11.5853 15.4615
H -11.2774 -11.0264 16.9536
H -10.0520 -10.9384 15.6301
C -7.6682 -13.7387 19.9035
C -6.4168 -13.6664 20.6492
O -6.6233 -14.0712 22.0689
C -6.9448 -13.0660 22.9427
O -6.8102 -11.9130 22.7628
C -7.5623 -13.7237 24.2463
F -8.6726 -14.3635 23.9471
F -6.7897 -14.6379 24.8117
F -7.8162 -12.7452 25.1123
H -8.1550 -14.6966 20.0664
H -7.5872 -13.5724 18.8073
H -8.3330 -12.9756 20.3467
H -5.8539 -12.7042 20.5867
H -5.7177 -14.4065 20.3421
*
```

Atomic partial charges in e from the Löwdin method, atoms 1 to 5: -0.05, -0.08, -0.11, -0.09, -0.09

---

A molecular structure, C46H55BBrClF4N5O4PdS, computed with ωB97M-V/def2-TZVPD.

Values from the calculation:
**Energy above the lowest of the compared OMol25 structures with the same formula, charge and spin**: 10.94 kcal/mol
**Frontier orbital gap (spin up / spin down)**: 6.6178 / 4.3079 eV
**<S²>**: 6.07

```
! wB97M-V def2-TZVPD RIJCOSX def2/J DEFGRID3
* xyz 1 5
Pd -0.1785 -0.1115 0.1663
C 2.6789 1.1723 7.1872
C 1.4859 0.2045 7.2543
C 1.8680 -0.9907 8.1269
C 0.2829 0.9167 7.9015
C 1.0987 -0.2043 5.8450
C 0.6671 0.7968 4.9421
C 0.2752 0.4424 3.6970
Br -0.2951 1.7624 2.4776
C 0.2296 -0.9333 3.2370
O -0.2464 -1.2306 2.1181
C 0.7625 -1.9436 4.1435
C 1.1547 -1.5321 5.3975
C 0.8813 -3.3892 3.6884
C 1.5583 -4.2651 4.7461
C -0.5226 -3.9492 3.4229
C 1.7160 -3.4656 2.3983
H 2.8891 1.5583 8.1855
H 2.4809 2.0224 6.5341
H 3.5721 0.6641 6.8221
H 2.1380 -0.6324 9.1201
H 2.7300 -1.5275 7.7285
H 1.0385 -1.6913 8.2385
H 0.5043 1.1212 8.9493
H -0.6105 0.2909 7.8600
H 0.0607 1.8679 7.4176
H 0.6595 1.8371 5.2344
H 1.5433 -2.2734 6.0746
H 0.9704 -4.3364 5.6639
H 2.5593 -3.9070 4.9917
H 1.6601 -5.2724 4.3434
H -1.1827 -3.7889 4.2784
H -0.4515 -5.0230 3.2416
H -0.9619 -3.4804 2.5462
H 2.7188 -3.0646 2.5502
H 1.2546 -2.9202 1.5766
H 1.8064 -4.5116 2.1011
C -4.9022 -2.1916 5.2800
C -4.3349 -2.0247 3.8988
C -3.8321 -0.7946 3.4796
C -3.3039 -0.6312 2.2104
C -3.2668 -1.7210 1.3517
C -3.7781 -2.9543 1.7377
C -4.3141 -3.0923 3.0044
S -2.5649 -1.6590 -0.2622
O -3.4984 -2.2391 -1.1761
O -1.2055 -2.1800 -0.2781
N -2.2745 -0.0371 -0.5115
C -3.2191 0.8610 -0.7272
C -4.5958 0.5586 -0.9644
C -5.4891 1.5551 -1.2997
C -5.0765 2.8729 -1.4236
C -3.7332 3.2450 -1.1480
C -3.2873 4.5778 -1.2195
C -1.9897 4.8655 -0.8864
C -1.1600 3.8184 -0.4612
N -1.5497 2.5585 -0.3950
C -2.8045 2.2664 -0.7559
H -4.4406 -1.4954 5.9789
H -4.7512 -3.2057 5.6469
H -5.9763 -1.9973 5.2793
H -3.8499 0.0505 4.1570
H -2.9111 0.3332 1.9184
H -3.7598 -3.7916 1.0522
H -4.7145 -4.0517 3.3067
H -4.9273 -0.4678 -0.9189
H -6.5215 1.2949 -1.4865
H -5.7804 3.6393 -1.7222
H -3.9724 5.3563 -1.5306
H -1.6061 5.8745 -0.9327
H -0.1372 4.0212 -0.1620
C 0.3044 1.0773 -7.9945
C 0.1938 1.1815 -6.4658
C -1.2992 1.3661 -6.1489
C 0.6695 -0.1524 -5.8822
C 1.0116 2.4203 -5.9568
O 0.5438 3.5655 -6.6957
C 2.5486 2.3690 -6.1620
C 3.5346 1.8976 -5.0777
C 3.7154 0.4106 -4.9098
C 3.4673 -0.2164 -3.6973
C 3.6240 -1.5891 -3.5496
C 4.0510 -2.3384 -4.6303
Cl 4.2460 -4.0566 -4.4656
C 4.3434 -1.7322 -5.8435
C 4.1773 -0.3644 -5.9716
C 0.6024 2.9407 -4.5564
N 0.8517 2.1958 -3.3205
C 0.1870 1.1762 -2.7864
N 0.6008 0.9757 -1.5490
C 1.5481 1.9361 -1.3554
N 1.7154 2.7007 -2.4029
H -0.1799 0.1557 -8.3198
H 1.3376 1.0326 -8.3395
H -0.2044 1.9003 -8.4995
H -1.8815 0.6507 -6.7306
H -1.6388 2.3686 -6.4121
H -1.5318 1.1828 -5.0983
H -0.1029 -0.9085 -6.0395
H 0.8889 -0.1115 -4.8182
H 1.5738 -0.5033 -6.3732
H 0.8384 3.4789 -7.6091
H 2.8034 3.4134 -6.3576
H 2.7589 1.8254 -7.0853
H 3.2989 2.3598 -4.1194
H 4.5053 2.3083 -5.3690
H 3.1606 0.3637 -2.8359
H 3.4180 -2.0628 -2.6003
H 4.6984 -2.3294 -6.6722
H 4.4134 0.1059 -6.9203
H -0.4634 3.1534 -4.6014
H 1.1156 3.8892 -4.4159
H -0.5715 0.6067 -3.2930
H 2.1150 2.0495 -0.4484
F 1.9091 -1.6652 -0.3150
B 2.8086 -0.8546 0.4112
F 3.5840 -0.0798 -0.4292
F 3.5353 -1.5735 1.3182
F 1.9068 0.0527 1.1475
*
```

Atomic partial charges in e from the Löwdin method, atoms 1 to 5: 1.12, -0.03, -0.55, -0.05, -0.03

---

A molecular structure, C46H56BCl3GeN6PSr at a distorted geometry, computed with ωB97M-V/def2-TZVPD.

Values from the calculation:
**Energy above the lowest of the compared OMol25 structures with the same formula, charge and spin**: 0.00 kcal/mol
**Frontier orbital gap (spin up / spin down)**: 7.9804 / 6.6320 eV
**<S²>**: 0.76

```
! wB97M-V def2-TZVPD RIJCOSX def2/J DEFGRID3
* xyz 0 2
Sr -0.9529 -0.2799 0.3827
C -3.1994 -5.3866 -0.8925
C -3.3468 -3.9226 -0.6409
C -4.4914 -3.2316 -0.3389
C -4.0605 -1.8661 -0.3083
N -2.7445 -1.7806 -0.4784
N -2.3131 -3.0377 -0.7219
B -0.8561 -3.3174 -1.0663
N -0.3296 -2.3414 -2.1463
N -0.4620 -1.0231 -2.0593
C -0.1665 -0.5246 -3.2698
C 0.1423 -1.5683 -4.1419
C 0.0650 -2.7260 -3.3889
C 0.4124 -4.1656 -3.7224
C -0.4271 0.9159 -3.6789
C 0.8169 1.4593 -4.3916
C -0.8268 1.8058 -2.5255
C -1.6064 0.8648 -4.6380
N 0.1065 -3.4282 0.1556
N 0.4886 -2.3004 0.8149
C 1.0383 -2.6753 1.9648
C 1.0676 -4.0614 2.0171
C 0.4326 -4.5180 0.8740
C 0.1500 -5.9721 0.6078
C 1.7108 -1.7270 2.8800
C 1.2461 -0.3077 2.6931
C 1.3444 -2.0640 4.3340
C 3.2461 -1.7339 2.6482
C -4.9315 -0.7079 0.0445
C -5.5965 -1.1578 1.3642
C -5.9616 -0.5770 -1.0652
C -4.1979 0.6308 0.0936
H -4.1805 -5.8206 -1.0411
H -2.5972 -5.6179 -1.7437
H -2.7344 -5.9496 -0.0612
H -5.4976 -3.6311 -0.3365
H -0.7969 -4.4298 -1.5601
H 0.3752 -1.4897 -5.1418
H 0.7166 -4.2513 -4.7706
H 1.2350 -4.5969 -3.1245
H -0.4789 -4.7956 -3.6074
H 1.7569 1.4177 -3.7806
H 1.0122 0.9239 -5.2727
H 0.7105 2.4975 -4.7236
H 0.0137 1.8096 -1.8613
H -1.0067 2.8246 -2.8791
H -1.7827 1.3929 -2.0881
H -1.3391 0.3869 -5.5952
H -2.4433 0.3022 -4.1722
H -1.8759 1.8633 -4.9331
H 1.5951 -4.7301 2.7011
H 0.6749 -6.6069 1.3551
H -0.9074 -6.1707 0.6610
H 0.4590 -6.2200 -0.3921
H 0.1719 -0.2333 2.8714
H 1.8081 0.3547 3.3576
H 1.4664 0.0770 1.6567
H 0.2866 -1.8873 4.4889
H 1.5873 -3.1542 4.6042
H 1.9457 -1.4527 5.0162
H 3.4108 -1.5704 1.5822
H 3.7523 -1.0069 3.2144
H 3.6997 -2.6971 2.9207
H -6.2427 -2.0408 1.2140
H -4.8622 -1.4488 2.0995
H -6.2212 -0.3425 1.7672
H -6.6553 -1.4014 -1.1048
H -6.5723 0.3448 -0.8740
H -5.4669 -0.4068 -2.0103
H -3.4232 0.6930 0.8534
H -3.8308 0.7899 -0.8744
H -4.8662 1.4220 0.3896
C -0.1004 6.9243 -0.6320
C -0.0404 6.6597 0.7347
C 0.3779 5.4106 1.1695
C 0.7161 4.4340 0.2408
C 0.6405 4.7101 -1.1100
C 0.2222 5.9400 -1.5665
P 1.1010 2.7171 0.7968
C 1.7588 3.0780 2.4855
C 3.0939 3.2826 2.8432
C 3.4949 3.5375 4.1760
C 2.5369 3.5238 5.1934
C 1.2211 3.3545 4.8384
C 0.8415 3.1394 3.5076
C 2.6801 2.4369 -0.0473
C 3.5424 3.5002 -0.0957
C 4.8408 3.3540 -0.6311
C 5.2089 2.2008 -1.1770
C 4.3424 1.0981 -1.1754
C 4.7047 -0.0847 -1.9540
C 3.8274 -1.0943 -2.1331
C 2.5743 -1.0091 -1.4473
C 2.2650 0.0545 -0.7118
C 3.0727 1.2076 -0.6038
H -0.3224 7.9139 -0.9820
H -0.3440 7.3454 1.5159
H 0.5679 5.2813 2.2410
H 0.8380 3.8820 -1.7537
H 0.1994 6.2162 -2.6074
H 3.8884 3.2405 2.1118
H 4.5473 3.7220 4.4109
H 2.8696 3.6141 6.2257
H 0.4609 3.3766 5.6342
H -0.2370 3.1541 3.2894
H 3.3052 4.4099 0.3141
H 5.5051 4.2118 -0.6234
H 6.2074 2.1440 -1.6621
H 5.6837 -0.0764 -2.4109
H 4.0079 -1.8435 -2.9236
H 1.8763 -1.8054 -1.5138
Cl -4.5020 1.4393 4.1837
Ge -2.4269 1.1699 3.4062
Cl -1.2661 0.8689 5.2957
Cl -2.4747 -1.0620 2.9434
*
```

Atomic partial charges in e from the Löwdin method, atoms 1 to 5: 1.17, -0.01, -0.24, 0.04, -0.27

---

no.,total energy (Ha)
1,-4935.226508
2,-6345.162911
3,-5969.667556